1.
Below is the molecule C8H19ClN2Si at a distorted geometry, with properties calculated with ωB97M-V/def2-TZVPD.

Atoms and positions in Å:
C1 0.01 -1.09 -0.50
C2 -1.19 -0.73 -0.05
C3 -2.83 -2.64 -0.10
C4 -1.54 1.72 0.58
C5 3.22 1.84 0.10
C6 1.72 1.37 -1.84
C7 -2.46 -1.30 -0.77
C8 -1.47 0.19 1.07
N1 1.73 -0.42 1.99
N2 2.06 1.07 -0.48
Si1 1.66 -0.50 0.23
Cl1 3.07 -2.03 -0.16
H1 -0.10 -1.82 -1.43
H2 -2.10 -2.90 0.68
H3 -3.86 -2.61 0.37
H4 -2.79 -3.45 -0.82
H5 -2.38 1.86 -0.06
H6 -1.39 2.19 1.50
H7 -0.57 1.77 0.08
H8 3.51 1.41 1.07
H9 3.89 2.06 -0.66
H10 2.90 2.81 0.33
H11 0.66 1.45 -2.04
H12 2.28 2.38 -2.10
H13 2.04 0.65 -2.49
H14 -3.20 -0.62 -0.62
H15 -2.42 -1.57 -1.87
H16 -0.71 -0.07 1.78
H17 -2.52 0.12 1.36
H18 1.67 -1.32 2.45
H19 1.09 0.21 2.42

Kohn-Sham gap	9.52	eV
structure (SMILES)	CCC(=C[Si@@](N)(Cl)N(C)C)CC
E_LUMO	0.78	eV
ΔE to the lowest compared entry with this formula, charge and spin	0.00	kcal per mole
F_max	4.46	eV/A

***

2.
Below is a structure of composition C3H3FS at a distorted geometry, with properties calculated with ωB97M-V/def2-TZVPD.

Atoms and positions in Å:
C1 0.31 -0.22 0.04
C2 -0.94 -0.05 0.38
C3 -1.76 -0.86 1.13
F1 -0.82 -2.22 1.67
S1 -3.25 -0.98 1.45
H1 0.49 0.42 -0.85
H2 1.19 -0.77 0.42
H3 -1.36 0.68 -0.25

Kohn-Sham gap (spin up / spin down)	7.70 / 6.25	eV
spin multiplicity	3
E_LUMO (spin up / spin down)	0.41 / -3.89	eV
ΔE to the lowest compared entry with this formula, charge and spin	36.08	kcal per mole
F_max	8.02	eV/A

***

3.
Below is a cluster of 8 separate species, C11H39NO8 in total at a distorted geometry, with properties calculated with ωB97M-V/def2-TZVPD.

Atoms and positions in Å:
C1 0.76 -0.78 -0.24
O1 1.20 0.57 0.05
H1 -0.27 -0.90 0.12
H2 0.73 -1.10 -1.28
H3 1.40 -1.49 0.28
H4 0.79 1.08 -0.66
C2 1.07 -1.03 3.50
O2 0.39 -1.38 4.67
H5 1.67 -1.85 3.11
H6 0.43 -0.73 2.68
H7 1.69 -0.14 3.60
H8 0.97 -1.72 5.35
C3 2.29 3.91 2.10
O3 2.84 2.69 1.66
H9 2.88 4.36 2.91
H10 2.15 4.59 1.27
H11 1.37 3.61 2.59
H12 2.20 2.38 1.02
C4 4.41 -0.23 1.26
O4 4.86 1.08 1.36
H13 3.75 -0.36 0.40
H14 5.23 -0.94 1.30
H15 3.84 -0.47 2.15
H16 4.18 1.75 1.50
C5 -2.21 0.86 1.79
O5 -2.73 -0.36 1.41
H17 -2.33 1.02 2.86
H18 -1.15 0.96 1.55
H19 -2.75 1.69 1.33
H20 -3.65 -0.39 1.68
C6 -1.54 -3.57 1.82
O6 -1.47 -4.87 2.33
H21 -0.85 -2.87 2.28
H22 -1.37 -3.59 0.74
H23 -2.53 -3.13 1.94
H24 -1.84 -4.88 3.21
C7 -1.28 -3.70 -2.49
O7 -1.97 -3.28 -3.58
H25 -0.79 -4.65 -2.67
H26 -0.52 -2.92 -2.34
H27 -1.94 -3.67 -1.62
H28 -2.44 -4.05 -3.91
C8 -2.14 0.37 -2.41
C9 -1.49 1.42 -3.36
C10 0.00 1.76 -3.08
O8 0.21 2.00 -1.68
C11 -0.07 3.40 -1.34
N1 -1.64 1.00 -4.76
H29 -1.44 -0.45 -2.25
H30 -3.09 -0.02 -2.78
H31 -2.31 0.95 -1.51
H32 -2.02 2.35 -3.20
H33 0.47 2.49 -3.73
H34 0.53 0.84 -3.32
H35 0.52 4.07 -1.96
H36 0.03 3.62 -0.28
H37 -1.07 3.72 -1.62
H38 -2.65 0.91 -4.85
H39 -1.32 0.05 -4.92

Kohn-Sham gap	9.52	eV
structure (SMILES)	COC[C@H](C)N.CO.CO.CO.CO.CO.CO.CO
E_LUMO	0.48	eV
ΔE to the lowest compared entry with this formula, charge and spin	17.59	kcal per mole
F_max	2.83	eV/A

***

4.
Below is a cluster of 7 separate species, C4H22N2O6 in total at a distorted geometry, with properties calculated with ωB97M-V/def2-TZVPD.

Atoms and positions in Å:
C1 -2.16 0.22 -0.71
C2 -1.51 0.18 0.70
C3 -0.04 0.42 0.63
C4 0.51 1.64 0.69
N1 0.74 -0.76 0.66
N2 -1.42 -0.48 -1.75
H1 -3.19 -0.24 -0.65
H2 -2.28 1.27 -1.08
H3 -1.80 -0.76 1.16
H4 -1.97 0.94 1.34
H5 1.59 1.80 0.67
H6 -0.07 2.54 0.75
H7 0.32 -1.64 0.27
H8 1.70 -0.68 0.23
H9 -0.53 -0.01 -2.04
H10 -1.22 -1.39 -1.51
H11 -1.01 -3.80 -0.83
H12 0.25 -3.89 -0.03
O1 -0.22 -3.37 -0.63
H13 2.43 -0.21 -1.64
H14 2.84 -1.69 -1.68
O2 2.99 -0.86 -1.23
H15 1.29 1.70 -1.64
H16 1.29 1.44 -3.11
O3 1.31 0.98 -2.22
H17 -0.04 -0.82 3.88
H18 -0.22 -1.53 2.63
O4 -0.60 -1.50 3.47
H19 -0.66 2.09 -1.62
H20 -1.01 3.04 -2.81
O5 -0.40 2.97 -2.07
H21 1.25 0.36 2.78
H22 0.75 1.48 3.70
O6 1.10 0.59 3.72

Kohn-Sham gap	8.84	eV
structure (SMILES)	C=C(N)CCN.O.O.O.O.O.O
E_LUMO	0.27	eV
ΔE to the lowest compared entry with this formula, charge and spin	28.41	kcal per mole
F_max	3.22	eV/A